1.
2 unconnected molecules or ions with the total composition C6H14NOS2. Source: OMol25; level of theory: ωB97M-V/def2-TZVPD.

Each line ends with the natural charge from an NBO analysis.
Geometry (Å):
C (0.443, 0.502, 0.856)  0.225
C (0.993, 0.160, -1.417)  -0.275
C (0.981, -0.931, 1.136)  -0.127
C (1.974, -0.940, -0.933)  -0.086
C (-0.404, 3.256, 0.799)  -0.777
C (-2.218, -2.354, -0.141)  -0.734
N (0.651, 1.070, -0.288)  -0.437
O (1.179, -1.666, -0.025)  -0.502
S (0.184, 2.646, -0.777)  0.540
S (-2.398, -0.608, 0.025)  -0.030
H (-2.012, -0.283, -1.348)  0.126
H (-0.034, 1.017, 1.691)  0.242
H (1.350, 0.761, -2.308)  0.253
H (0.045, -0.429, -1.764)  0.247
H (1.896, -0.804, 1.669)  0.216
H (0.205, -1.318, 1.807)  0.239
H (2.378, -1.713, -1.683)  0.254
H (2.716, -0.433, -0.376)  0.181
H (0.488, 3.264, 1.449)  0.239
H (-1.135, 2.574, 1.162)  0.231
H (-0.851, 4.243, 0.726)  0.287
H (-1.073, -2.515, -0.064)  0.225
H (-2.583, -2.757, -0.957)  0.220
H (-2.776, -2.742, 0.760)  0.243

Properties
- charge = +1
- HOMO-LUMO gap (eV) = 8.32
- HOMO (eV) = -12.47
- LUMO level (eV) = -4.15

=====

2.
2 unconnected molecules or ions with the total composition C6H14NS. Source: OMol25; level of theory: ωB97M-V/def2-TZVPD.

Each line ends with the natural charge from an NBO analysis.
Geometry (Å):
C (2.452, -0.310, 1.021)  -0.417
C (3.251, -0.776, -0.163)  -0.523
S (4.729, 0.231, -0.529)  -0.791
C (1.874, 1.107, 0.815)  -0.619
N (-0.934, -0.241, 1.113)  -0.938
C (-1.952, 0.415, 0.403)  -0.212
C (-2.397, 0.025, -0.978)  -0.490
C (-3.879, -0.473, -1.066)  -0.675
H (1.718, -1.012, 1.396)  0.213
H (3.167, -0.227, 1.899)  0.165
H (3.532, -1.830, -0.235)  0.173
H (2.701, -0.646, -1.103)  0.177
H (2.674, 1.767, 1.154)  0.195
H (1.001, 1.336, 1.400)  0.224
H (1.708, 1.337, -0.245)  0.193
H (-0.485, 0.111, 0.198)  0.329
H (-2.397, 1.286, 0.923)  0.102
H (-2.173, 0.738, -1.803)  0.155
H (-1.838, -0.905, -1.118)  0.203
H (-3.997, -1.150, -1.938)  0.164
H (-4.092, -1.113, -0.179)  0.198
H (-4.663, 0.327, -0.967)  0.174

Properties
- charge = -2
- HOMO-LUMO gap (spin up / spin down) (eV) = 3.79 / 5.63
- multiplicity = 2
- HOMO (spin up / spin down) (eV) = 2.28 / 0.34
- LUMO level (spin up / spin down) (eV) = 6.07 / 5.97

=====

3.
C6H14O in the gas phase. Source: OMol25; level of theory: ωB97M-V/def2-TZVPD.

Each line ends with the natural charge from an NBO analysis.
Geometry (Å):
C (-0.260, -1.397, -1.845)  -0.622
C (-0.553, -0.292, -0.835)  -0.227
C (-1.483, 0.841, -1.145)  -0.607
C (0.788, 0.240, -0.373)  -0.424
C (0.824, 0.959, 0.871)  -0.410
C (0.261, 0.128, 2.092)  -0.090
O (1.440, -0.682, 2.479)  -0.735
H (-1.097, -2.008, -2.160)  0.211
H (0.177, -1.087, -2.778)  0.205
H (0.370, -2.354, -1.582)  0.220
H (-1.053, -0.842, 0.066)  0.187
H (-1.795, 1.395, -0.181)  0.211
H (-1.081, 1.589, -1.851)  0.204
H (-2.383, 0.429, -1.549)  0.212
H (1.390, -0.638, -0.196)  0.219
H (1.198, 0.952, -1.157)  0.208
H (0.403, 2.052, 0.839)  0.202
H (1.980, 1.179, 1.127)  0.227
H (-0.495, -0.564, 1.780)  0.171
H (-0.187, 0.554, 3.046)  0.179
H (1.557, -0.454, 3.352)  0.460

Properties
- HOMO-LUMO gap (eV) = 10.96
- SMILES = CC(C)CCCO
- HOMO (eV) = -9.98
- LUMO level (eV) = 0.98

=====

4.
2 unconnected molecules or ions with the total composition C6H14O. Source: OMol25; level of theory: ωB97M-V/def2-TZVPD.

Each line ends with the natural charge from an NBO analysis.
Geometry (Å):
C (3.440, 0.724, 0.741)  -0.647
C (2.243, 0.190, -0.066)  -0.189
C (1.138, -0.393, 0.460)  -0.195
C (0.140, -1.292, -0.343)  -0.435
C (-1.426, -0.935, 0.003)  -0.386
C (-1.533, -0.202, 1.393)  -0.619
H (3.299, 1.799, 1.080)  0.219
H (4.312, 0.629, 0.117)  0.216
H (3.548, 0.078, 1.640)  0.214
H (2.324, 0.264, -1.160)  0.187
H (1.001, -0.449, 1.547)  0.188
H (0.500, -1.252, -1.445)  0.207
H (0.391, -2.368, -0.100)  0.210
H (-1.827, -0.407, -0.873)  0.197
H (-1.892, -1.869, 0.120)  0.196
H (-1.005, -0.753, 2.173)  0.209
H (-2.568, -0.071, 1.666)  0.213
H (-1.169, 0.845, 1.135)  0.213
O (-4.007, 2.021, -2.691)  -0.924
H (-3.142, 2.341, -2.477)  0.462
H (-3.769, 1.100, -2.921)  0.463

Properties
- HOMO-LUMO gap (eV) = 9.76
- SMILES = C/C=C/CCC.O
- HOMO (eV) = -9.05
- LUMO level (eV) = 0.70

=====

5.
2 unconnected molecules or ions with the total composition C6H14O. Source: OMol25; level of theory: ωB97M-V/def2-TZVPD.

Each line ends with the natural charge from an NBO analysis.
Geometry (Å):
C (-3.350, -0.022, 0.258)  -0.458
C (-2.058, 0.608, -0.197)  -0.482
C (-0.823, 0.492, 0.671)  -0.398
C (0.380, 0.358, -0.261)  -0.384
C (1.654, -0.106, 0.423)  -0.413
C (2.746, -0.379, -0.592)  -0.049
O (3.905, -0.799, 0.100)  -0.719
H (-3.043, -1.640, 0.145)  0.060
H (-4.194, 0.575, -0.176)  0.223
H (-3.535, -0.249, 1.263)  0.194
H (-1.997, -0.293, -0.882)  0.246
H (-2.111, 1.625, -0.661)  0.214
H (-0.668, 1.319, 1.380)  0.203
H (-0.951, -0.420, 1.263)  0.198
H (0.553, 1.310, -0.786)  0.196
H (0.111, -0.368, -1.043)  0.192
H (2.007, 0.642, 1.143)  0.205
H (1.457, -1.028, 0.986)  0.203
H (2.398, -1.153, -1.298)  0.152
H (2.937, 0.534, -1.181)  0.151
H (4.582, -1.007, -0.554)  0.467

Properties
- HOMO-LUMO gap (eV) = 10.28
- HOMO (eV) = -9.55
- LUMO level (eV) = 0.73

=====

6.
2 unconnected molecules or ions with the total composition C6H14O. Source: OMol25; level of theory: ωB97M-V/def2-TZVPD.

Each line ends with the natural charge from an NBO analysis.
Geometry (Å):
C (1.535, -1.913, -1.484)  -0.401
C (1.216, -1.101, -0.470)  -0.173
C (0.037, -0.183, -0.551)  -0.458
C (0.054, 1.052, 0.338)  -0.382
C (0.147, 0.768, 1.823)  -0.401
C (-0.971, -0.096, 2.387)  -0.621
H (0.816, -2.248, -2.225)  0.206
H (2.465, -2.443, -1.315)  0.198
H (1.869, -0.858, 0.358)  0.195
H (-0.207, 0.183, -1.565)  0.200
H (-0.930, -0.613, -0.236)  0.212
H (0.932, 1.635, 0.091)  0.196
H (-0.835, 1.669, 0.143)  0.197
H (0.105, 1.703, 2.422)  0.207
H (1.161, 0.391, 2.024)  0.195
H (-1.157, 0.230, 3.408)  0.212
H (-0.931, -1.172, 2.364)  0.213
H (-1.892, 0.178, 1.811)  0.196
O (-1.181, 0.834, -3.358)  -0.990
H (-0.280, 0.760, -3.024)  0.497
H (-1.953, 1.223, -2.939)  0.502

Properties
- HOMO-LUMO gap (eV) = 10.50
- SMILES = C=CCCCC.O
- HOMO (eV) = -9.60
- LUMO level (eV) = 0.90

=====

7.
2 unconnected molecules or ions with the total composition C6H14O. Source: OMol25; level of theory: ωB97M-V/def2-TZVPD.

Each line ends with the natural charge from an NBO analysis.
Geometry (Å):
C (3.574, 0.997, 1.026)  -0.646
C (2.242, 1.035, 0.348)  0.015
C (1.983, 2.249, -0.593)  -0.642
C (1.413, 0.039, 0.608)  -0.010
C (0.000, 0.000, 0.000)  -0.645
C (1.664, -1.135, 1.526)  -0.648
H (4.014, 2.000, 1.152)  0.211
H (4.230, 0.406, 0.364)  0.214
H (3.534, 0.504, 2.012)  0.217
H (2.911, 2.275, -1.189)  0.213
H (1.871, 3.216, -0.075)  0.217
H (1.129, 2.116, -1.278)  0.217
H (-0.475, 0.996, 0.012)  0.213
H (-0.531, -0.652, 0.714)  0.207
H (-0.105, -0.428, -1.011)  0.216
H (1.180, -1.101, 2.516)  0.221
H (2.736, -1.354, 1.665)  0.216
H (1.212, -1.954, 0.941)  0.214
O (-2.970, 1.862, 5.856)  -0.940
H (-2.577, 2.245, 5.039)  0.470
H (-3.942, 1.926, 5.719)  0.470

Properties
- HOMO-LUMO gap (eV) = 9.34
- SMILES = CC(C)=C(C)C.O
- HOMO (eV) = -8.57
- LUMO level (eV) = 0.77

=====

8.
2 unconnected molecules or ions with the total composition C6H14O. Source: OMol25; level of theory: ωB97M-V/def2-TZVPD.

Each line ends with the natural charge from an NBO analysis.
Geometry (Å):
C (1.365, 1.944, 2.000)  -0.889
C (1.663, -0.101, 1.557)  -0.321
C (0.505, -0.743, 1.031)  -0.495
C (0.222, -0.810, -0.445)  -0.408
C (-1.235, -0.507, -0.805)  -0.406
C (-1.518, -0.683, -2.286)  -0.054
O (-2.881, -0.380, -2.515)  -0.719
H (2.363, 2.128, 2.409)  0.211
H (0.606, 2.154, 2.762)  0.204
H (1.205, 2.559, 1.108)  0.201
H (2.478, 0.157, 0.884)  0.224
H (1.967, -0.313, 2.579)  0.233
H (-0.147, -1.263, 1.727)  0.213
H (0.645, 0.640, 1.485)  0.438
H (0.483, -1.802, -0.851)  0.197
H (0.876, -0.098, -0.974)  0.195
H (-1.905, -1.169, -0.242)  0.204
H (-1.489, 0.520, -0.513)  0.203
H (-0.859, -0.019, -2.871)  0.151
H (-1.285, -1.719, -2.584)  0.152
H (-3.058, -0.494, -3.456)  0.467

Properties
- HOMO-LUMO gap (eV) = 7.65
- HOMO (eV) = -6.65
- LUMO level (eV) = 1.00

=====

For each record above, in turn, the calculated relative energy (zero: lowest compared OMol25 entry of this formula, charge and spin) values are 171.1, 197.3, 208.5, 185.2, 375.9, 198.5, 113.1, 536.7 kJ/mol.